The molecule C23H36N4O2, computed with ωB97M-V/def2-TZVPD.

The geometry in XYZ format:
```
65
Properties=species:S:1:pos:R:3
C -0.23635 -2.75386 -2.15656
C -1.18534 -2.99289 -0.98403
C -2.51796 -2.29598 -1.23735
C -0.56281 -2.57854 0.35780
C -0.34110 -1.06698 0.55525
N -1.53891 -0.40569 1.02256
C -2.03494 0.69810 0.41309
O -1.65462 1.05117 -0.68638
C -3.10448 1.41226 1.23380
C -4.33335 0.52170 1.45870
C -5.11270 0.31408 0.16417
C -5.56674 1.65122 -0.41955
C -6.36964 1.44065 -1.69966
C -4.33865 2.51999 -0.68359
C -3.52413 2.73565 0.58872
C 0.71765 -0.88327 1.64751
O 0.37750 -0.75848 2.81324
N 2.01220 -0.90211 1.27416
C 2.47938 -0.93794 -0.10089
C 3.99002 -1.15668 -0.12620
N 4.66831 -0.10161 0.58855
C 5.66203 0.61030 -0.01421
C 6.24063 1.74550 0.58146
C 7.26786 2.38283 -0.07890
C 7.70150 1.89970 -1.30854
C 7.06228 0.78478 -1.81634
N 6.07914 0.15457 -1.19942
C 4.05148 0.33234 1.82345
C 3.03512 -0.70471 2.28396
H -0.67689 -3.13943 -3.07293
H 0.71407 -3.26165 -2.00071
H -0.05268 -1.69176 -2.29862
H -1.36834 -4.07261 -0.91540
H -2.99884 -2.71590 -2.11829
H -2.36333 -1.23491 -1.40917
H -3.18557 -2.42296 -0.38832
H 0.39518 -3.09316 0.46926
H -1.20697 -2.92070 1.17105
H -0.05235 -0.57512 -0.37530
H -1.72029 -0.55037 2.00709
H -2.64728 1.62699 2.20862
H -4.03151 -0.44459 1.86841
H -4.98179 1.00694 2.19310
H -4.48014 -0.19459 -0.56518
H -5.98003 -0.32140 0.35968
H -6.20545 2.15544 0.31629
H -7.24700 0.82652 -1.50698
H -6.69992 2.39427 -2.10546
H -5.75909 0.94226 -2.44953
H -3.70638 2.03602 -1.42816
H -4.64771 3.48922 -1.08142
H -2.63150 3.31698 0.35095
H -4.11775 3.30229 1.31109
H 2.24496 0.00974 -0.60277
H 1.99138 -1.74895 -0.64461
H 4.23224 -2.13176 0.31382
H 4.36004 -1.14148 -1.15254
H 5.89179 2.11767 1.53029
H 7.72953 3.25683 0.35841
H 8.50299 2.37694 -1.84843
H 7.34490 0.36091 -2.77190
H 4.81375 0.44786 2.60196
H 3.54672 1.30042 1.68776
H 2.53180 -0.36846 3.19312
H 3.53807 -1.65364 2.50005
```

Computed properties:
- ΔE to the lowest compared entry with this formula, charge and spin: 13.5 kcal per mole
- LUMO: 0.648 eV
- E_HOMO: -8.052 eV
- Spin multiplicity: 1
- Electronic energy: -34492.8080 eV
- SMILES: CC(C)C[C@@H](NC(=O)[C@H]1CC[C@@H](C)CC1)C(=O)N1CCN(c2ccccn2)CC1

***

A structure of composition C28H34FN6O2S3W, computed with ωB97M-V/def2-TZVPD.

The geometry in XYZ format:
```
75
Properties=species:S:1:pos:R:3
W -1.26288 -0.07835 -0.03379
C -4.20465 -3.04229 3.91592
S -2.69744 -2.04850 4.04320
C -2.70753 -1.12726 2.57909
S -1.46634 0.09766 2.48008
N -3.58303 -1.30902 1.63972
N -3.30652 -0.41636 0.61866
C -4.24504 0.30076 0.13959
C -3.82894 1.34063 -0.79333
C -4.72174 2.16022 -1.45879
C -4.22939 3.14450 -2.30070
C -2.85951 3.27573 -2.44944
C -2.02406 2.42342 -1.75376
N -2.48811 1.48099 -0.92686
H -4.86084 -2.79084 4.74490
H -3.93585 -4.09430 3.96373
H -4.69745 -2.82891 2.97238
H -5.27301 0.18389 0.46445
H -5.78408 2.01877 -1.31601
H -4.90666 3.79532 -2.83623
H -2.43147 4.02125 -3.10321
H -0.94869 2.48387 -1.86047
C 2.64629 0.69233 -3.42674
C 1.99466 -0.58910 -2.89599
C 0.53948 -0.63141 -3.31549
C 2.33097 -0.87737 -1.42624
C 3.38929 -1.78200 -1.28267
C 3.95869 -2.07825 -0.06242
C 3.47446 -1.44958 1.06930
C 2.40664 -0.56203 1.00016
C 1.97817 0.08556 2.30495
C 3.02966 1.09390 2.78218
C 1.72624 -0.95737 3.39590
C 1.80494 -0.29750 -0.25122
N 0.65919 0.61911 -0.27119
C 1.09803 1.97286 -0.15979
C 2.34385 2.41181 -0.62079
C 2.75480 3.72609 -0.47341
C 1.95478 4.65275 0.17642
C 0.73968 4.24295 0.70114
C 0.35323 2.93420 0.52463
F -0.80832 2.54105 1.11295
H 2.63268 0.67708 -4.51755
H 3.68511 0.78515 -3.10590
H 2.10167 1.58035 -3.10657
H 2.47738 -1.41002 -3.43173
H -0.03250 0.19235 -2.89449
H 0.07763 -1.57283 -3.01957
H 0.47224 -0.54811 -4.40193
H 3.79214 -2.24390 -2.17593
H 4.78615 -2.77295 0.00208
H 3.93857 -1.64248 2.02868
H 1.04956 0.62746 2.14281
H 3.98162 0.59696 2.98024
H 2.70084 1.56645 3.70918
H 3.20440 1.87612 2.04420
H 2.65275 -1.44997 3.69711
H 1.01095 -1.71488 3.07277
H 1.30849 -0.47686 4.28175
H 3.01091 1.70279 -1.08206
H 3.72208 4.02058 -0.85783
H 2.28106 5.67596 0.29874
H 0.09766 4.91047 1.25960
C -1.43563 -3.95305 0.06258
C -0.28046 -3.11750 0.51476
N 0.85141 -3.72157 0.84831
O -0.32717 -1.87468 0.58545
H -1.41405 -4.93756 0.52689
H -1.36804 -4.07446 -1.01990
H -2.36906 -3.44634 0.29075
H 0.94836 -4.71907 0.77358
H 1.67342 -3.15442 1.02423
O -2.53549 0.11383 -3.69131
S -2.64941 -1.09059 -2.88432
N -1.95675 -1.14352 -1.56536
```

Computed properties:
- ΔE to the lowest compared entry with this formula, charge and spin: 0.7 kcal per mole
- LUMO (spin up / spin down): -3.804 / -4.312 eV
- E_HOMO (spin up / spin down): -10.209 / -10.907 eV
- Spin multiplicity: 3
- Total charge: +1
- Electronic energy: -79668.1451 eV

***

A cluster of 3 separate species, C2H12NO3 in total, computed with ωB97M-V/def2-TZVPD.

The geometry in XYZ format:
```
18
Properties=species:S:1:pos:R:3
C 1.62622 1.04033 0.28722
O 0.73241 2.03901 -0.16779
C 0.74222 -0.06413 0.83586
N -0.47536 -0.25178 -0.01508
H 2.19371 1.40277 1.13846
H 2.23750 0.67642 -0.53373
H 1.21481 2.71465 -0.65503
H 1.20329 -1.03089 0.97507
H 0.40038 0.26580 1.80657
H -0.25685 -0.63268 -0.93602
H -0.95070 0.64316 -0.10860
H -1.05642 -0.90525 0.53104
H -1.70274 -2.07503 2.87690
H -2.51183 -2.43225 1.63161
O -1.73968 -1.93419 1.92432
H -0.21807 -0.43844 -3.56413
H -0.93355 0.87739 -3.20619
O -0.50534 0.10510 -2.82050
```

Computed properties:
- ΔE to the lowest compared entry with this formula, charge and spin: 1.1 kcal per mole
- LUMO: -2.875 eV
- E_HOMO: -14.716 eV
- Spin multiplicity: 1
- Total charge: +1
- Electronic energy: -9895.3944 eV

***

A structure of composition C47H51IrN2P2S3Se2, computed with ωB97M-V/def2-TZVPD.

The geometry in XYZ format:
```
108
Properties=species:S:1:pos:R:3
Ir 0.19251 0.30199 1.85392
C 0.97281 0.84887 5.02288
C 1.28402 2.23551 4.49742
S 1.37366 2.33547 2.67403
C 0.36501 3.80117 2.35135
C -1.15392 3.64615 2.40809
S -1.79155 2.05836 1.82627
C -2.63619 1.43738 3.29873
C -1.76563 1.18915 4.51345
S -0.39843 0.03266 4.18486
H 0.74905 0.88071 6.09042
H 1.81480 0.16836 4.88785
H 2.25825 2.55298 4.86949
H 0.55563 2.97161 4.83127
H 0.68926 4.14905 1.37441
H 0.70236 4.53907 3.08064
H -1.59086 4.39639 1.74781
H -1.54849 3.82237 3.40807
H -3.11292 0.51886 2.96231
H -3.42878 2.14257 3.55349
H -2.36687 0.74426 5.30652
H -1.34191 2.11319 4.90233
Se 0.07743 -3.17040 0.30145
Se 1.27132 -3.76062 2.16370
C 2.45945 -2.34087 2.69427
C 3.44936 -2.80087 3.55688
C 4.43117 -1.91802 3.96775
C 4.41382 -0.62461 3.46315
C 3.38017 -0.26014 2.62443
N 2.37768 -1.08998 2.26272
C 1.42916 -2.46746 -1.02325
C 2.29946 -3.09308 -2.89252
C 3.40630 -2.12448 -3.16271
C 3.96308 -1.33476 -2.17763
C 3.41080 -1.04965 -0.94627
N 2.04237 -1.23250 -0.59186
H 3.46840 -3.83579 3.87618
H 5.21239 -2.24529 4.64140
H 5.19207 0.08638 3.70506
H 3.35519 0.73297 2.19085
H 2.23768 -3.85659 -3.66502
H 3.89223 -2.18406 -4.12710
H 4.95552 -0.93146 -2.35275
H 4.02149 -0.62642 -0.16547
C -3.94700 -2.96292 0.54038
C -3.39221 -2.58052 1.92136
C -2.91670 -3.83693 2.67857
C -4.47718 -1.86884 2.75193
C -2.25343 -1.66281 1.77015
C -1.25441 -0.95354 1.59341
H -4.75312 -3.68719 0.66279
H -3.17510 -3.41625 -0.08418
H -4.34264 -2.09110 0.01890
H -3.78892 -4.45101 2.90414
H -2.42130 -3.58201 3.61630
H -2.23917 -4.43786 2.06929
H -5.31050 -2.55690 2.89542
H -4.86263 -0.98824 2.23519
H -4.10258 -1.58224 3.73731
C 0.11992 0.34215 -1.92117
P 1.08395 0.21724 -0.38711
C 2.13852 1.72893 -0.49093
C 3.51837 1.94339 -0.49310
C 4.03555 3.22146 -0.67513
C 3.19849 4.30326 -0.89123
C 1.82537 4.10242 -0.90551
C 1.30468 2.83726 -0.68984
C 0.92171 -2.56279 -2.46485
C 2.38326 -3.62596 -1.41718
C 1.72208 -4.98326 -1.27932
C 0.54582 -5.38233 -1.79834
C -0.43633 -4.58640 -2.55614
C -0.29934 -3.29000 -2.85031
P -1.70969 0.68543 -2.00710
C -1.76066 2.51142 -2.13509
C -0.96093 3.22765 -3.03068
C -1.06704 4.60424 -3.13097
C -1.99293 5.28864 -2.34540
C -2.81537 4.58840 -1.47682
C -2.69936 3.20250 -1.37597
C -1.94965 0.27584 -3.78673
C -3.17054 0.66967 -4.33740
C -3.47405 0.40065 -5.66139
C -2.56303 -0.27175 -6.46563
C -1.35423 -0.67955 -5.93249
C -1.04663 -0.40562 -4.60127
H 0.16272 -0.67806 -2.29704
H 0.71913 0.94725 -2.60568
H 4.22807 1.14726 -0.36320
H 5.10888 3.35792 -0.67204
H 3.61035 5.28869 -1.06357
H 1.15401 4.92888 -1.10977
H 0.22561 2.71105 -0.73499
H 3.37114 -3.60673 -0.96046
H 2.30492 -5.72560 -0.74715
H 0.27474 -6.41843 -1.63021
H -1.32663 -5.10603 -2.88891
H -1.05699 -2.77770 -3.43740
H -0.26030 2.70088 -3.67096
H -0.45032 5.14612 -3.83633
H -2.09666 6.36155 -2.44335
H -3.57657 5.11285 -0.91169
H -3.37794 2.64901 -0.74147
H -3.89680 1.19344 -3.72475
H -4.42432 0.71897 -6.06920
H -2.79777 -0.47528 -7.50184
H -0.63854 -1.20254 -6.55374
H -0.08619 -0.73642 -4.22900
```

Computed properties:
- ΔE to the lowest compared entry with this formula, charge and spin: 0.0 kcal per mole
- LUMO (spin up / spin down): -7.686 / -10.651 eV
- E_HOMO (spin up / spin down): -14.493 / -14.676 eV
- Spin multiplicity: 6
- Total charge: +3
- Electronic energy: -237130.6939 eV